# 1
C2H6O2Pt | ωB97M-V with the def2-TZVPD basis set

```
11
Properties=species:S:1:pos:R:3:forces:R:3:lowdin_charge:R:1
O 0.611 -2.483 -0.116 5.85 -5.85 -5.78 -0.359
O -1.156 -0.153 0.549 -4.78 5.87 -0.80 -0.304
H -2.121 -0.113 0.514 -0.30 0.06 0.07 0.143
Pt -0.226 -1.616 1.033 -1.21 -1.03 7.90 1.295
H 0.396 -2.645 -1.033 -0.22 -0.24 -0.66 0.057
C -0.578 0.757 -0.347 0.50 1.40 -0.60 -0.146
C 0.813 1.133 -0.018 0.33 -0.14 -0.06 -0.094
H -1.301 1.439 -0.793 0.14 -0.25 0.16 0.130
H 0.969 1.264 1.069 -0.20 0.12 -0.33 0.099
H 1.526 0.351 -0.325 -0.09 0.31 -0.04 0.079
H 1.068 2.066 -0.534 -0.01 -0.26 0.13 0.100
```
Forces are in eV/Å.

Its net charge is +1. Its multiplicity is 4. For the HOMO energy (spin up / spin down), the calculation gives -12.90 / -15.33 eV. The value obtained for the LUMO energy (spin up / spin down) is -4.66 / -6.81 eV. The gap between HOMO and LUMO (spin up / spin down) is 8.23 / 8.52 eV.

=====

# 2
C2H6O2Rb | ωB97M-V with the def2-TZVPD basis set

```
11
Properties=species:S:1:pos:R:3:forces:R:3:lowdin_charge:R:1
O 1.815 0.422 -1.005 -4.75 -0.54 2.24 -0.608
Rb 3.396 -1.614 0.143 -0.75 0.72 -0.38 0.902
C 0.243 0.505 -0.565 6.87 -1.77 -2.57 -0.288
C -0.384 -0.875 -0.581 0.20 1.60 -0.48 -0.252
H 0.182 1.604 -0.647 -1.45 -1.07 0.41 0.087
H -1.176 -0.050 -0.027 -0.14 0.37 -1.30 0.098
H -1.368 -1.376 -0.619 -0.39 -0.13 2.04 0.057
H -0.264 -1.292 -1.606 0.55 0.50 -0.96 0.040
H -0.426 -0.070 1.532 -1.16 5.60 0.74 0.219
O -0.576 1.192 1.792 1.42 -4.49 0.44 -0.249
H -1.442 1.554 1.583 -0.40 -0.79 -0.19 -0.007
```
Forces are in eV/Å.

Its multiplicity is 2. For the HOMO energy (spin up / spin down), the calculation gives -4.77 / -7.01 eV. The value obtained for the LUMO energy (spin up / spin down) is -0.81 / -0.83 eV. The gap between HOMO and LUMO (spin up / spin down) is 3.96 / 6.17 eV.

=====

# 3
C2H6O2S | ωB97M-V with the def2-TZVPD basis set

```
11
Properties=species:S:1:pos:R:3:forces:R:3:lowdin_charge:R:1
O -1.327 -1.673 -1.397 0.27 -0.89 -0.80 0.088
C -0.726 -0.765 -1.877 -0.44 1.61 1.94 -0.423
O 0.590 -0.724 -2.192 0.13 -0.96 -0.22 0.025
H -1.189 0.242 -1.845 0.05 -0.09 -0.70 0.124
H 1.011 -0.125 -1.557 -0.11 0.35 -0.21 0.044
C -0.080 0.266 1.744 0.52 0.24 0.63 -0.461
S 0.513 1.471 0.520 0.31 -0.28 -0.31 0.647
H -0.033 -0.780 1.463 0.07 0.04 -0.35 0.032
H -1.107 0.522 1.982 -0.11 0.09 -0.13 0.028
H 0.516 0.428 2.645 -0.21 -0.19 -0.03 0.025
H 1.833 1.139 0.513 -0.49 0.06 0.18 -0.129
```
Forces are in eV/Å.

For the HOMO energy, the calculation gives -9.80 eV. The value obtained for the LUMO energy is 0.53 eV. The gap between HOMO and LUMO is 10.33 eV. As for the SMILES: O=CO.CS.

=====

# 4
C2H6O2S2 | ωB97M-V with the def2-TZVPD basis set

```
12
Properties=species:S:1:pos:R:3:forces:R:3:lowdin_charge:R:1
C -1.180 -0.589 -0.555 2.55 0.34 0.22 -0.434
C 0.546 0.885 0.762 -2.09 -3.20 1.13 -0.920
O 1.569 0.585 0.007 0.63 0.21 -1.56 -0.046
O -0.060 2.056 0.724 0.98 1.56 -3.49 -0.004
S -0.020 -1.825 -1.215 -0.99 1.33 0.16 0.663
S 0.598 0.194 2.401 -0.32 -0.35 0.58 0.810
H -1.495 0.236 -1.193 -0.09 -0.55 0.14 0.009
H -1.759 -0.993 0.230 -0.81 -0.03 0.53 -0.030
H 1.328 -0.257 -0.477 0.35 0.11 -0.11 0.008
H 0.097 2.307 -0.278 -0.63 -0.06 2.79 0.190
H -0.238 -1.461 -2.483 0.34 -0.23 -0.21 -0.139
H 0.616 -1.138 2.076 0.07 0.87 -0.16 -0.108
```
Forces are in eV/Å.

For the HOMO energy (spin up / spin down), the calculation gives -7.52 / -6.91 eV. The value obtained for the LUMO energy (spin up / spin down) is 0.40 / 0.21 eV. The gap between HOMO and LUMO (spin up / spin down) is 7.92 / 7.13 eV.

=====

# 5
C2H6O2SSi | ωB97M-V with the def2-TZVPD basis set

```
12
Properties=species:S:1:pos:R:3:forces:R:3:lowdin_charge:R:1
O 0.026 -2.357 0.327 0.89 -0.45 0.45 0.090
C -0.455 -1.288 0.194 -4.61 1.70 -1.16 -0.535
C -2.235 -0.972 0.405 3.38 0.17 -0.51 -0.424
S -2.663 0.569 -0.434 -0.23 -0.17 0.69 0.695
O 0.054 -0.151 -0.306 0.97 -1.02 0.42 -0.333
Si 1.751 0.077 -0.586 -1.44 -3.58 1.53 0.715
H -2.339 -0.967 1.483 -0.37 0.16 0.07 0.049
H -2.863 -1.718 -0.052 0.28 -0.65 -0.02 0.036
H -1.964 1.312 0.431 -0.07 0.29 -0.18 -0.138
H 2.048 0.524 0.773 0.88 0.40 -0.16 -0.039
H 2.284 -1.304 -1.034 -0.01 1.10 0.67 -0.026
H 1.705 0.796 -1.742 0.32 2.05 -1.80 -0.091
```
Forces are in eV/Å.

For the HOMO energy, the calculation gives -8.70 eV. The value obtained for the LUMO energy is 0.51 eV. The gap between HOMO and LUMO is 9.21 eV. As for the SMILES: O=C(CS)O[SiH3].

=====

# 6
C2H6O2Sn | ωB97M-V with the def2-TZVPD basis set

```
11
Properties=species:S:1:pos:R:3:forces:R:3:lowdin_charge:R:1
Sn 1.670 2.275 1.655 -1.01 -1.78 -0.92 1.849
C 0.335 -0.349 -0.862 -1.63 0.69 0.31 -0.105
C -0.868 -0.488 0.136 0.58 -2.67 0.15 -0.227
O -0.951 0.499 1.103 1.57 2.04 1.10 -0.118
O 1.606 0.133 -0.281 -0.72 1.48 1.91 -0.172
H -0.018 0.395 -1.576 0.59 -0.37 -0.61 0.134
H 0.607 -1.342 -1.218 -0.43 0.25 -0.49 0.149
H -0.778 -1.481 0.577 0.63 -0.06 0.69 0.129
H -1.906 -0.608 -0.176 0.33 0.37 -1.94 0.151
H -1.754 0.326 1.601 -0.15 0.30 0.45 0.122
H 2.056 0.641 -0.960 0.23 -0.25 -0.65 0.088
```
Forces are in eV/Å.

Its net charge is +2. For the HOMO energy, the calculation gives -18.19 eV. The value obtained for the LUMO energy is -12.51 eV. The gap between HOMO and LUMO is 5.68 eV.

=====

# 7
C2H6O2Yb | ωB97M-V with the def2-TZVPD basis set

```
11
Properties=species:S:1:pos:R:3:forces:R:3:lowdin_charge:R:1
O 3.003 -0.469 0.788 -1.66 1.37 1.19 -0.715
Yb 2.200 0.835 2.273 0.26 -1.41 -1.73 1.385
C -0.167 0.060 -0.083 0.30 2.53 0.19 -0.160
C -0.835 -0.968 -0.954 -1.65 0.07 -0.77 -0.067
H 0.655 0.409 -0.727 -0.44 0.70 0.41 0.113
H -1.357 0.206 0.159 1.13 1.19 -0.08 0.190
H -0.091 -1.457 -1.595 -0.32 -0.16 0.09 0.107
H -1.491 -1.607 -0.342 -0.04 -0.09 -0.98 0.104
H -1.467 -0.070 -1.548 1.20 -3.06 0.52 0.189
O -0.096 1.087 1.153 1.55 -1.19 1.81 -0.228
H -0.353 1.974 0.876 -0.34 0.06 -0.65 0.083
```
Forces are in eV/Å.

Its net charge is +1. Its multiplicity is 2. For the HOMO energy (spin up / spin down), the calculation gives -10.84 / -11.33 eV. The value obtained for the LUMO energy (spin up / spin down) is -5.82 / -7.12 eV. The gap between HOMO and LUMO (spin up / spin down) is 5.02 / 4.21 eV.

=====

# 8
C2H6O3 | ωB97M-V with the def2-TZVPD basis set

```
11
Properties=species:S:1:pos:R:3:forces:R:3:lowdin_charge:R:1
O 1.409 -1.766 -0.877 -0.12 0.40 -1.11 0.045
C 0.915 -0.959 -1.634 -0.53 -0.40 0.87 -0.368
O 0.399 0.197 -1.156 0.61 -1.11 -0.54 0.034
H 0.718 -1.123 -2.721 0.38 0.32 0.65 0.146
H 0.519 0.063 -0.191 -0.33 0.78 -0.11 0.096
C -1.442 0.940 2.209 4.18 0.38 1.87 -0.136
O -0.797 1.238 0.960 -1.54 -0.97 -0.40 -0.145
H -2.454 0.895 2.035 -2.46 0.67 0.42 0.047
H -0.933 1.697 2.876 -1.76 -0.42 -0.11 0.102
H -1.186 -0.015 2.737 0.21 0.22 -1.14 0.088
H -1.596 1.246 0.394 1.36 0.13 -0.39 0.091
```
Forces are in eV/Å.

For the HOMO energy, the calculation gives -10.55 eV. The value obtained for the LUMO energy is 0.73 eV. The gap between HOMO and LUMO is 11.28 eV. As for the SMILES: O=CO.CO.

=====

# 9
C2H6O4 | ωB97M-V with the def2-TZVPD basis set

```
12
Properties=species:S:1:pos:R:3:forces:R:3:lowdin_charge:R:1
C 1.056 1.407 -0.193 -2.87 -2.37 0.00 -0.248
C -0.605 -0.890 0.121 3.17 0.66 1.41 -0.510
O -1.053 -0.639 -1.087 -0.14 -0.73 -0.02 0.157
O -1.314 -0.321 1.114 1.09 -0.48 -0.51 0.137
O 0.051 -2.048 0.382 -3.41 2.16 2.82 0.167
O 1.302 0.105 0.229 -2.27 -1.72 -0.23 -0.270
H 0.099 1.309 -0.839 1.38 1.08 0.28 0.082
H 1.870 1.776 -0.746 0.96 1.00 -0.67 0.052
H 0.771 1.911 0.706 0.09 1.63 0.29 0.052
H -1.940 -0.252 -1.028 0.22 0.25 0.01 0.156
H -0.626 -0.063 1.757 -0.22 -0.09 0.13 0.149
H 0.390 -2.294 -0.416 2.00 -1.39 -3.50 0.076
```
Forces are in eV/Å.

For the HOMO energy, the calculation gives -8.29 eV. The value obtained for the LUMO energy is 0.22 eV. The gap between HOMO and LUMO is 8.51 eV.

=====

# 10
C2H6O5 | ωB97M-V with the def2-TZVPD basis set

```
13
Properties=species:S:1:pos:R:3:forces:R:3:lowdin_charge:R:1
O 2.293 -1.429 1.605 1.26 -0.94 0.04 0.053
C 1.609 -0.529 1.223 -0.17 -0.11 0.93 -0.464
O 0.323 -0.618 1.300 -2.13 1.51 -0.76 -0.004
C -0.879 0.499 0.755 2.10 -2.18 -0.42 -0.320
O -0.475 1.488 -0.085 0.04 -1.89 0.41 0.065
O -1.677 -0.495 0.279 -1.27 0.89 -0.24 0.050
H 2.024 0.411 0.938 0.33 1.13 -0.74 0.124
H -1.143 0.770 1.740 -0.27 1.23 0.68 0.143
H -0.092 1.104 -0.939 -0.58 0.18 0.91 0.091
H -2.219 -0.839 1.026 0.72 0.21 -0.83 0.139
O 0.187 0.029 -2.262 1.99 0.18 -1.67 -0.037
H 0.714 -0.067 -3.116 -0.98 0.30 1.83 0.114
H -0.664 -0.325 -2.464 -1.04 -0.51 -0.15 0.044
```
Forces are in eV/Å.

For the HOMO energy, the calculation gives -9.45 eV. The value obtained for the LUMO energy is 0.17 eV. The gap between HOMO and LUMO is 9.63 eV. As for the SMILES: O=COC(O)O.O.